1.
Computed, not measured: the molecule C22H21FN2O4, with ωB97M-V/def2-TZVPD.

XYZ file:
```
50
Properties=species:S:1:pos:R:3:forces:R:3:mulliken_charge:R:1
C -6.093154 -3.095394 -0.260520 0.0 0.1 0.1 -1.5909
C -5.628651 -1.806649 0.335419 -0.3 0.2 0.5 1.3652
C -6.203597 -1.292773 1.445178 0.1 -0.3 -0.4 -0.5262
C -5.779449 -0.045333 2.047599 -0.4 0.1 0.5 0.0952
O -6.259197 0.450448 3.035843 0.2 -0.1 -0.4 -0.6290
O -4.745387 0.613673 1.430611 0.1 0.3 0.1 -0.4919
C -4.149514 0.131235 0.322203 0.2 -0.6 -0.8 -0.5365
C -3.111934 0.897843 -0.207500 0.0 0.2 0.1 -0.2418
C -2.458871 0.463676 -1.347230 -0.3 -0.3 0.1 0.9625
O -1.443379 1.122108 -1.966420 -0.1 -0.1 -0.1 -0.4568
C -1.061439 2.398269 -1.492904 -0.1 0.3 0.1 -1.0206
C -0.337804 2.388941 -0.138551 -0.2 -0.1 -0.3 0.8664
O -0.761630 3.042786 0.795239 -0.2 0.3 0.1 -0.6866
N 0.774613 1.636138 -0.053306 0.2 -0.2 0.2 0.3333
C 1.408577 0.952302 -1.162941 0.1 -0.2 -0.4 -0.8841
C 2.380121 -0.103243 -0.640925 -0.1 0.0 -0.1 -1.1192
N 3.421923 0.525050 0.136048 -0.4 0.1 -0.1 0.3343
C 4.642032 -0.078698 0.332622 0.3 -0.1 0.0 0.6988
C 4.854552 -1.424457 0.007171 -0.1 0.2 0.0 -0.3302
C 6.090660 -2.013971 0.184710 0.4 0.1 0.1 -0.7640
C 7.130429 -1.265071 0.700710 -0.1 0.0 0.0 0.2877
F 8.341630 -1.843475 0.880638 -0.1 0.0 0.0 -0.3352
C 6.956394 0.064755 1.034661 0.1 -0.3 0.0 -0.6762
C 5.722259 0.652503 0.845497 -0.2 0.0 0.0 -0.4365
C 3.021123 1.689700 0.897071 -0.1 0.1 0.0 -0.7840
C 1.526057 1.634895 1.188457 0.1 0.2 0.3 -1.1739
C -2.838523 -0.746033 -1.949200 0.2 0.1 -0.1 -1.0966
C -3.857301 -1.495683 -1.422459 0.0 0.2 0.2 -0.6920
C -4.543862 -1.077515 -0.274267 0.2 0.5 0.2 0.6615
H -6.433861 -2.937726 -1.282750 0.0 0.0 -0.1 0.3720
H -5.278788 -3.817999 -0.282031 0.0 -0.1 0.0 0.3689
H -6.912177 -3.508621 0.321297 0.0 0.0 0.0 0.3636
H -7.018721 -1.790399 1.946586 -0.1 0.0 0.0 0.4029
H -2.849861 1.807329 0.307366 0.1 0.2 0.1 0.6198
H -0.393607 2.800749 -2.260645 -0.1 0.0 0.1 0.4849
H -1.932013 3.056449 -1.396459 0.2 -0.1 0.0 0.3515
H 1.962977 1.672253 -1.780453 0.0 -0.1 0.0 0.2029
H 0.654526 0.469046 -1.785582 0.1 0.0 0.1 0.5935
H 1.823280 -0.853207 -0.057943 0.0 0.0 -0.1 0.3293
H 2.832563 -0.604825 -1.500470 -0.1 0.0 0.1 0.6647
H 4.047583 -2.029161 -0.373057 -0.1 0.0 0.0 0.3630
H 6.248745 -3.051353 -0.064583 0.0 -0.1 0.0 0.4137
H 7.784594 0.631791 1.429224 0.1 0.0 0.0 0.4182
H 5.605714 1.697520 1.082416 0.0 0.1 0.0 0.3701
H 3.559917 1.709859 1.847667 0.0 0.0 -0.1 0.6911
H 3.251087 2.615634 0.349748 0.0 0.0 0.2 0.2456
H 1.210140 2.505230 1.767822 0.1 -0.2 0.0 0.4903
H 1.290859 0.733888 1.766377 0.0 0.1 0.0 0.2391
H -2.313394 -1.062379 -2.836293 0.1 0.0 -0.1 0.4452
H -4.136232 -2.420115 -1.901670 0.0 -0.1 -0.1 0.4372
```
Forces are in eV/Å.

Summary:
energy relative to the best compared isomer or geometry (same formula, charge and spin): 31.50 kcal/mol
E: -37042.7805 eV
orbital gap: 8.1 eV



2.
Computed, not measured: a structure of composition C47H33AlCl2FO6, with ωB97M-V/def2-TZVPD.

XYZ file:
```
90
Properties=species:S:1:pos:R:3:forces:R:3:mulliken_charge:R:1
C 0.950136 -5.811037 2.859478 -0.8 -0.3 -0.8 -0.6321
C 0.297572 -7.239856 3.400854 1.2 1.1 4.3 0.0898
Cl -0.435465 -8.329407 2.040908 1.1 1.7 1.9 -0.2262
C 0.279306 -7.648539 4.859370 0.0 1.1 -5.3 0.1521
Cl 1.044608 -6.518453 6.168176 -0.7 -0.9 -1.9 -0.2944
Al -0.623975 -9.427862 5.406302 -0.3 -0.3 0.6 0.1315
C 0.627200 -10.770801 6.318682 1.9 -1.0 0.5 0.1337
C 1.561647 -11.649252 5.281172 -0.9 -0.6 0.6 -0.8965
F -0.236159 -11.783785 7.033300 1.1 1.2 -0.9 -0.3833
H 0.089440 -5.140902 2.373654 1.8 -1.6 1.0 0.0566
H 1.762006 -6.008543 2.012884 -1.8 0.3 1.9 0.2156
H 1.422659 -5.156784 3.704868 -0.9 -1.7 -1.4 0.2794
H -1.841472 -9.147827 6.428087 0.1 0.3 0.1 -0.2688
H -1.228624 -10.110558 4.105916 0.1 -0.1 -0.2 -0.2430
H 1.320007 -10.315008 7.162486 -1.3 -1.1 -1.5 0.1990
H 1.717296 -12.746643 5.723838 -0.2 2.4 -0.8 0.2690
H 0.933961 -11.788517 4.296699 1.5 0.4 1.7 0.1992
H 2.606554 -11.144079 5.108584 -2.1 -0.9 0.1 0.2292
C -0.781822 1.125877 -3.217249 -0.1 -0.3 -0.1 -0.5053
C -0.649977 1.194953 -1.830580 -0.1 -0.3 0.1 -0.4823
C -0.854585 0.054667 -1.052022 0.0 0.3 -0.2 -0.8038
C -1.204264 -1.156592 -1.661160 0.1 0.6 -0.1 0.3857
C -1.360101 -1.219708 -3.045306 0.2 0.6 0.0 0.2829
C -1.137020 -0.078395 -3.826555 0.1 0.3 0.2 -0.8011
C -1.777049 -2.479702 -3.693877 -0.2 -0.1 -1.3 0.5403
O -1.910715 -2.536907 -4.910053 0.1 0.1 0.6 -0.6961
C -2.038881 -3.666455 -2.855341 -0.2 -0.6 0.0 0.3150
C -2.490626 -4.851251 -3.451186 -0.1 -0.3 0.2 -0.5472
C -2.727897 -5.982274 -2.667089 0.1 0.4 -0.1 -0.4612
C -2.506424 -5.936500 -1.290961 0.1 0.3 0.1 -0.5568
C -2.061791 -4.755926 -0.693978 -0.1 -0.2 -0.1 -0.5756
C -1.837011 -3.615822 -1.476905 -0.2 -0.6 0.1 0.2768
C -1.401194 -2.361784 -0.831298 0.2 0.0 1.5 0.5741
O -1.210757 -2.319380 0.378714 -0.2 0.0 -0.7 -0.6919
H -0.613378 2.012306 -3.824862 0.0 -0.2 0.2 0.4463
H -0.385555 2.136630 -1.354652 -0.1 -0.2 -0.1 0.5189
H -0.744806 0.114855 0.029515 0.0 -0.2 -0.2 0.6139
H -1.243502 -0.123443 -4.908993 0.0 -0.2 0.3 0.4546
H -2.662992 -4.896324 -4.525366 0.1 0.2 0.3 0.4395
H -3.083653 -6.899667 -3.131094 0.1 0.2 0.1 0.3926
H -2.684228 -6.819485 -0.680928 0.1 0.2 -0.1 0.4365
H -1.895765 -4.726271 0.381632 0.0 0.1 -0.3 0.4323
C -2.331690 8.449570 3.033453 -0.1 -0.3 0.1 -0.4374
C -1.968424 8.171982 1.715884 -0.1 -0.4 0.0 -0.5452
C -2.035049 6.863688 1.234017 0.0 0.3 0.1 -0.5222
C -2.454916 5.826953 2.076255 0.1 0.6 0.0 0.2144
C -2.794558 6.100801 3.400560 0.1 0.7 -0.1 0.2005
C -2.743955 7.417210 3.877229 0.1 0.2 -0.2 -0.5787
C -3.191188 5.007930 4.311819 -0.4 0.1 1.4 0.5774
O -3.493116 5.248118 5.474304 0.2 -0.1 -0.7 -0.6812
C -3.210184 3.621404 3.804606 -0.1 -0.6 0.2 0.3003
C -3.528250 2.569028 4.673042 0.0 -0.3 -0.1 -0.5891
C -3.561542 1.256082 4.198298 0.0 0.4 0.0 -0.5307
C -3.287336 0.991857 2.856705 0.1 0.3 -0.2 -0.5183
C -2.964710 2.037656 1.990647 -0.1 -0.2 0.2 -0.6791
C -2.916597 3.354043 2.468293 -0.1 -0.6 0.0 0.2772
C -2.539409 4.448994 1.552779 0.3 -0.4 -1.4 0.5187
O -2.293743 4.217091 0.374619 -0.1 0.2 0.7 -0.6961
H -2.288589 9.470545 3.406386 0.0 -0.2 -0.1 0.3892
H -1.634971 8.974727 1.061980 -0.1 -0.2 0.1 0.3989
H -1.754874 6.655255 0.202777 -0.1 -0.1 0.3 0.5012
H -3.020707 7.640593 4.906086 0.0 -0.2 -0.2 0.4576
H -3.746732 2.767095 5.721203 0.1 0.1 -0.3 0.4472
H -3.803632 0.439872 4.875549 0.1 0.2 -0.1 0.4026
H -3.320279 -0.029975 2.484963 0.0 0.2 0.0 0.4825
H -2.747030 1.823180 0.945659 0.0 0.2 0.2 0.6149
C 2.715955 6.374602 -1.291656 0.0 -0.3 -0.3 -0.5861
C 3.904784 7.053928 -1.556622 0.1 -0.2 -0.3 -0.4684
C 4.718292 6.650395 -2.616639 -0.2 0.1 0.3 -0.6237
C 4.347851 5.555840 -3.407331 -0.1 0.4 0.5 0.4068
C 3.171623 4.861530 -3.127061 -0.1 0.4 0.5 0.1446
C 2.347621 5.279004 -2.073759 0.1 0.2 0.2 -0.5963
C 2.796033 3.675333 -3.923267 -1.2 -0.7 0.3 0.3502
O 1.761159 3.066998 -3.679979 0.6 0.4 -0.2 -0.5679
C 3.689416 3.228034 -5.010406 0.2 -0.5 -0.5 0.1360
C 3.374863 2.071267 -5.735522 0.2 -0.1 -0.3 -0.5007
C 4.207397 1.648709 -6.774102 -0.2 0.2 0.3 -0.5827
C 5.348168 2.383079 -7.096930 0.0 0.3 0.3 -0.4173
C 5.666931 3.532682 -6.372605 -0.1 -0.3 -0.2 -0.6299
C 4.840705 3.950253 -5.320786 0.1 -0.4 -0.5 0.3419
C 5.205529 5.147243 -4.537540 1.2 0.8 -0.3 0.5611
O 6.210425 5.790622 -4.817613 -0.6 -0.4 0.2 -0.6942
H 2.077320 6.694735 -0.471300 0.1 -0.1 -0.2 0.4715
H 4.198141 7.899966 -0.939092 0.0 -0.2 -0.1 0.3819
H 5.642364 7.188723 -2.820822 -0.2 -0.2 -0.1 0.4414
H 1.420986 4.750184 -1.857577 0.3 0.0 -0.2 0.6145
H 2.484370 1.493947 -5.491946 0.2 0.3 0.1 0.5766
H 3.964063 0.747300 -7.332425 0.0 0.2 0.1 0.4022
H 5.992987 2.058199 -7.910611 -0.1 0.1 0.2 0.3848
H 6.561796 4.098180 -6.627184 -0.3 0.0 0.2 0.4506
```
Forces are in eV/Å.

Summary:
E: -95918.7287 eV
orbital gap: 4.9 eV
charge: -1



3.
Computed, not measured: a cluster of 2 separate species, C3H10N2O in total, with ωB97M-V/def2-TZVPD.

XYZ file:
```
16
Properties=species:S:1:pos:R:3:forces:R:3:mulliken_charge:R:1
C -3.000638 -0.465571 -1.115457 1.6 -1.0 0.8 -0.7374
C -1.712207 -0.332169 -0.677849 -0.9 1.0 -0.7 -0.0313
N -0.751297 -1.275999 -0.498343 -0.1 -0.9 1.0 -0.3768
H -3.378450 0.226708 -1.845516 -0.7 0.7 0.8 0.2292
H -3.444039 -1.446098 -0.968917 -0.1 -0.1 -0.8 0.2281
H -1.346373 0.660605 -0.396082 0.2 0.1 -1.1 0.2728
H 0.222400 -1.019110 -0.569417 -0.2 0.1 0.5 0.2990
H -0.975191 -2.225368 -0.243938 0.0 0.0 -0.4 0.1579
N 1.265084 1.786526 0.956576 -0.8 0.2 -0.3 -0.5347
C 1.630053 0.412659 1.165540 1.5 -1.1 0.3 -0.3425
O 1.868351 -0.302087 -0.055732 -0.2 0.8 0.3 -0.5664
H 1.868145 2.223207 0.271465 0.1 -0.1 -0.1 0.2036
H 1.351079 2.341844 1.799315 -0.1 -0.2 0.1 0.2331
H 0.924431 -0.214232 1.714816 -0.5 0.6 -0.2 0.3560
H 2.567656 0.341878 1.728195 0.1 0.0 0.2 0.3356
H 2.487113 0.234420 -0.559241 0.1 -0.2 -0.2 0.2738
```
Forces are in eV/Å.

Summary:
energy relative to the best compared isomer or geometry (same formula, charge and spin): 60.53 kcal/mol
E: -8298.8793 eV
orbital gap: 7.8 eV